Entry 1:
9
Properties=species:S:1:pos:R:3:lowdin_charge:R:1 method="wB97M-V/def2-TZVPD" spin_multiplicity=1 smiles=O[Si]([SiH3])(Cl)Cl gap_ev=10.6 de_lowest_kcal_mol=48.9 charge=0 homo_ev=-10.56
O 1.27 0.34 -1.77 -0.282
Si 1.04 0.23 -0.18 -0.426
Si -1.43 -0.05 0.74 0.546
Cl 2.03 -1.49 0.36 0.268
Cl 2.32 1.80 0.31 0.269
H 0.98 -0.51 -2.09 0.032
H -2.55 0.24 -0.09 -0.168
H -1.81 -1.41 0.74 -0.158
H -1.84 0.84 2.00 -0.081


Entry 2:
69
Properties=species:S:1:pos:R:3:lowdin_charge:R:1 method="wB97M-V/def2-TZVPD" spin_multiplicity=1 gap_ev=8.4 de_lowest_kcal_mol=60.2 charge=+1 homo_ev=-11.59
K -0.64 0.67 -0.92 0.837
C 3.23 -2.43 2.37 -0.061
C 2.07 -3.42 2.15 -0.431
C 1.55 -4.29 3.29 -0.188
O 0.47 -5.17 2.89 -0.203
C -0.36 -5.55 3.97 -0.109
N 0.91 -2.72 1.57 0.039
H 3.46 -1.93 1.43 0.070
H 4.16 -2.93 2.61 0.075
H 3.04 -1.66 3.12 0.073
H 2.51 -4.13 1.45 0.134
H 1.19 -3.69 4.13 0.119
H 2.36 -4.92 3.64 0.129
H -1.22 -6.07 3.56 0.091
H -0.65 -4.70 4.59 0.083
H 0.18 -6.26 4.60 0.088
H 0.66 -3.53 1.02 0.063
H 0.28 -2.71 2.36 0.060
C -5.38 -0.64 -5.07 -0.064
C -4.63 -0.01 -3.97 -0.496
C -5.60 0.68 -3.01 -0.211
O -4.85 1.51 -2.10 -0.193
C -5.81 1.95 -1.15 -0.106
N -3.57 -0.77 -3.34 0.056
H -6.21 -1.19 -4.64 0.089
H -4.65 -1.31 -5.53 0.083
H -5.70 0.14 -5.77 0.095
H -4.22 0.87 -4.47 0.134
H -6.22 -0.06 -2.51 0.124
H -6.27 1.33 -3.58 0.134
H -5.34 2.53 -0.35 0.084
H -6.22 1.03 -0.73 0.085
H -6.56 2.60 -1.61 0.092
H -4.01 -1.48 -2.78 0.078
H -3.10 -1.25 -4.10 0.068
C 3.88 1.54 -3.83 -0.071
C 3.06 0.60 -4.70 -0.441
C 3.39 -0.87 -4.45 -0.208
O 4.78 -1.13 -4.50 -0.166
C 5.17 -2.44 -4.19 -0.117
N 1.67 0.95 -4.38 0.031
H 4.94 1.42 -4.03 0.082
H 3.66 1.45 -2.77 0.080
H 3.72 2.59 -4.10 0.076
H 3.36 0.78 -5.73 0.142
H 2.85 -1.44 -5.20 0.125
H 2.96 -1.15 -3.49 0.117
H 4.47 -2.95 -3.53 0.084
H 6.19 -2.45 -3.82 0.090
H 5.29 -3.14 -5.01 0.082
H 1.15 0.57 -5.16 0.071
H 1.54 1.95 -4.38 0.067
C -1.61 4.03 3.31 -0.068
C -0.14 3.59 3.62 -0.391
C 0.25 4.05 5.09 -0.144
O 1.66 3.88 5.42 -0.210
C 2.10 4.15 6.72 -0.132
N -0.03 2.13 3.41 0.018
H -1.76 5.09 3.47 0.072
H -2.31 3.59 4.02 0.077
H -1.88 3.91 2.26 0.066
H 0.50 4.01 2.85 0.126
H -0.34 3.56 5.87 0.122
H 0.06 5.13 5.10 0.117
H 1.47 3.57 7.40 0.082
H 2.08 5.17 7.10 0.085
H 3.14 3.82 6.75 0.092
H 0.74 1.79 3.97 0.063
H -0.86 1.71 3.79 0.057


Q: Which value of charge does entry 2 give?
A: +1


Q: What is the charge in the first record?
A: 0